[1]
H80O40 | wB97M-V/def2-TZVPD

Values from the calculation:
Highest occupied orbital energy = -10.470 eV
Orbital gap = 0.35655 hartree
Energy above the lowest of the compared OMol25 structures with the same formula, charge and spin = 12.535 eV
Total charge = 0

The geometry in XYZ format:
```
120
H80O40 wB97M-V/def2-TZVPD
H 3.020 -2.191 -2.231
H 4.439 -3.023 -2.464
O 3.484 -3.070 -2.355
H 1.759 -0.011 -4.740
H 1.671 -1.276 -5.620
O 2.074 -0.433 -5.526
H -5.065 1.974 0.790
H -5.782 1.776 2.044
O -4.922 1.835 1.689
H 1.993 1.410 5.320
H 1.412 0.089 5.173
O 1.794 0.661 5.900
H 1.354 4.014 3.130
H 1.672 2.638 2.203
O 1.845 3.178 3.108
H 3.693 0.677 -0.716
O 2.998 -0.032 -1.137
H -4.241 -4.465 -0.510
O -4.820 -3.746 -0.715
H -2.648 0.956 1.913
H -3.921 -0.003 1.949
O -2.984 0.099 2.011
H -5.887 -2.698 2.565
H -5.944 -2.282 0.899
O -5.692 -2.056 1.823
H -4.128 -0.230 -4.953
H -3.326 -1.430 -5.392
O -3.383 -0.442 -5.472
H 3.983 3.325 -3.962
H 3.074 2.510 -4.613
O 3.126 2.947 -3.726
H 0.103 1.826 -5.364
O 0.336 2.418 -4.583
H 1.801 -3.958 2.332
H 1.088 -3.047 3.099
O 1.428 -3.086 2.210
H 3.532 -2.796 0.887
H 4.155 -2.550 2.075
O 4.235 -2.277 1.194
H -1.180 3.290 2.937
H -0.658 4.563 3.417
O -0.997 4.197 2.619
H -3.729 0.640 -1.017
H -3.062 1.785 -0.359
O -3.409 0.754 -0.123
H 4.399 -0.251 1.769
H 3.757 0.992 1.201
O 4.395 0.296 1.000
H -1.972 -4.187 0.379
H -1.104 -5.274 0.001
O -1.963 -5.130 0.349
H 1.993 1.207 0.274
O 1.367 1.882 -0.008
H 0.546 -0.683 6.761
H -0.215 -1.950 6.142
O 0.607 -1.623 6.526
H 3.526 2.834 3.168
O 4.486 2.765 3.039
H 4.277 -2.642 4.590
H 3.805 -1.053 4.270
O 3.762 -1.996 4.114
H 1.963 5.301 -3.054
H 1.850 4.107 -2.128
O 1.525 4.976 -2.293
H 0.207 -1.221 2.028
H -1.108 -1.639 2.512
O -0.203 -1.496 2.834
H -5.146 1.114 -4.168
H -4.765 1.669 -2.589
O -4.931 1.072 -3.235
H -1.117 1.781 -1.318
H -1.573 0.423 -0.756
O -0.747 0.927 -1.054
H 0.210 5.099 0.316
H -0.374 5.684 -1.019
O -0.450 5.707 -0.056
H -2.204 4.067 -0.865
H -1.050 3.693 0.130
O -1.676 3.381 -0.526
H -0.112 -1.472 -5.217
H -1.055 -2.717 -4.882
O -0.308 -2.413 -5.439
H -3.865 -0.956 -1.896
H -5.030 -0.894 -2.702
O -4.146 -1.332 -2.717
H 5.250 1.096 -3.347
H 4.527 0.107 -2.566
O 5.406 0.287 -2.884
H -3.049 -1.573 1.368
O -2.832 -2.408 1.798
H -2.571 -0.802 3.698
H -1.995 -0.206 5.089
O -1.931 -0.912 4.454
H 0.557 1.391 -0.319
H 2.959 -0.746 -0.420
H 4.311 1.920 3.433
H -5.247 -3.940 -1.547
H 0.392 1.647 -3.976
H -2.722 -2.469 2.762
O -0.671 -4.618 -3.368
H -0.192 -4.859 -4.140
H -0.546 -5.270 -2.621
O -2.117 -1.880 -0.917
H -2.920 -2.296 -0.634
H -1.694 -2.574 -1.397
O -0.814 1.190 2.973
H -1.234 0.631 3.577
H -0.710 0.981 2.007
O 0.554 0.059 -3.393
H 1.151 0.341 -2.745
H -0.232 -0.249 -2.820
O 0.957 -3.795 -1.280
H 0.349 -4.212 -1.902
H 1.913 -4.004 -1.311
O 3.619 4.053 0.727
H 3.270 3.226 0.627
H 4.164 4.320 1.461
O 1.782 0.400 2.296
H 1.791 -0.527 1.967
H 0.907 0.418 2.817
```

---

[2]
C4H9NO | wB97M-V/def2-TZVPD

Values from the calculation:
Highest occupied orbital energy (spin up / spin down) = -8.922 / -8.217 eV
Orbital gap (spin up / spin down) = 0.33526 / 0.29876 hartree
Energy above the lowest of the compared OMol25 structures with the same formula, charge and spin = 6.220 eV
Total charge = 0

The geometry in XYZ format:
```
15
C4H9NO wB97M-V/def2-TZVPD
C -0.831 -0.013 1.360
C -0.099 -0.036 -0.096
C 0.689 -1.336 -0.292
C 0.945 1.125 -0.372
N -1.375 0.075 -0.918
O -2.169 -0.631 -0.106
H -1.362 0.873 1.492
H -0.406 -0.482 2.211
H 0.911 -1.429 -1.309
H 0.112 -2.213 -0.022
H 1.657 -1.227 0.328
H 1.930 0.860 0.086
H 0.688 2.202 -0.004
H 0.985 1.240 -1.404
H -1.674 0.991 -0.954
```